The following is a quantum chemistry calculation of C26H36FeP as an isolated structure, from the Open Molecules 2025 dataset.

- charge = +2
- energy above the lowest of the compared OMol25 structures with the same formula, charge and spin (kJ/mol) = 216.72
- 2S+1 = 6
- highest occupied orbital energy (spin up / spin down) (eV) = -13.66 / -14.96
- orbital gap (spin up / spin down) (eV) = 6.644 / 5.615
- molecular weight (g/mol) = 435.393

Cartesian coordinates (Å):
C 0.8536 1.8752 -1.1709
H 1.7313 2.0239 -0.4762
H 1.1726 1.5597 -2.1633
H 0.6383 0.3712 1.3346
C 0.0355 3.1353 -1.2018
H -0.9723 2.8707 -1.5286
H -0.0532 3.5326 -0.1790
C 0.6455 4.2330 -2.1209
H -0.1082 5.0197 -2.3085
H 1.5285 4.6779 -1.6224
H 0.9787 3.7849 -3.0771
C -1.0032 -1.9024 -0.1464
C -1.6697 -1.0539 -1.0819
C -0.6957 -0.5927 -2.0388
C 0.5860 -1.1659 -1.6782
C 0.3893 -1.9515 -0.4808
C 1.3886 -2.8715 0.1113
C 1.8262 -1.1452 -2.4988
C -0.9762 0.1444 -3.2965
C -3.1335 -0.7969 -1.1593
C -1.6263 -2.7680 0.8938
Fe 0.1921 0.4567 -0.2051
H 2.7060 -1.2712 -1.8609
H 1.8067 -1.9775 -3.2138
H 1.9211 -0.2162 -3.0663
H 2.3896 -2.6391 -0.2605
H 1.3938 -2.7862 1.2037
H 1.1662 -3.9182 -0.1490
H -2.6648 -2.4826 1.1020
H -1.6335 -3.8261 0.5772
H -1.0547 -2.7204 1.8337
H -3.3454 0.0601 -1.8083
H -3.6555 -1.6695 -1.5820
H -3.5621 -0.6013 -0.1671
H -0.1662 0.8309 -3.5570
H -1.0709 -0.5760 -4.1187
H -1.9136 0.7038 -3.2287
C -2.4173 0.5244 2.1961
P -0.6701 0.7489 2.0958
C -0.3187 2.4484 2.5932
C -1.2905 3.4381 2.3802
C -0.9475 4.7855 2.5171
C 0.3699 5.1360 2.8576
C 1.3361 4.1433 3.0951
C 0.9857 2.7930 2.9801
C 0.1731 -0.4421 3.1863
C 1.5293 -0.7840 2.9656
C 2.1317 -1.7823 3.7265
C 1.3758 -2.4264 4.7147
C 0.0339 -2.0884 4.9310
C -0.5761 -1.0874 4.1710
H -2.9505 1.1045 1.4353
H -2.6610 0.8999 3.1966
H -2.6794 -0.5324 2.1086
H -2.3089 3.1540 2.1194
H -1.7093 5.5578 2.3731
H 0.6421 6.1919 2.9566
H 2.3538 4.4173 3.3848
H 1.7172 2.0135 3.1790
H 2.1501 -0.2763 2.2187
H 3.1912 -2.0087 3.5566
H 1.8589 -3.1848 5.3309
H -0.5547 -2.5794 5.7097
H -1.6068 -0.7658 4.3537